# C40H81F8N12O11

A 11-piece molecular cluster, C40H81F8N12O11 overall (ωB97M-V with the def2-TZVPD basis set, OMol25).

```
! wB97M-V def2-TZVPD RIJCOSX def2/J DEFGRID3
* xyz 1 1
F -4.429 -2.805 5.029
C -3.378 -2.138 4.518
F -2.799 -1.463 5.520
C -2.396 -3.174 3.879
F -3.142 -4.199 3.441
F -1.878 -2.575 2.785
C -1.275 -3.642 4.822
F -0.435 -2.582 4.974
F -1.787 -3.920 6.018
C -0.378 -4.833 4.359
F -1.094 -5.838 3.841
F 0.209 -5.302 5.489
C 0.769 -4.476 3.432
O 0.304 -4.097 2.163
C 0.756 -2.837 1.681
C 2.119 -2.891 1.011
N 3.205 -2.818 2.008
C 4.115 -3.816 2.278
C 4.912 -3.367 3.262
N 4.475 -2.106 3.574
C 3.442 -1.797 2.803
H -3.747 -1.463 3.747
H 1.344 -5.400 3.334
H 1.416 -3.752 3.923
H 0.731 -2.117 2.501
H 0.020 -2.502 0.963
H 2.182 -2.011 0.372
H 2.217 -3.793 0.421
H 4.124 -4.762 1.777
H 5.727 -3.857 3.754
H 4.870 -1.506 4.284
H 2.886 -0.880 2.831
C -6.597 -8.273 5.244
C -6.264 -7.538 3.969
O -6.986 -7.570 2.986
N -5.107 -6.816 3.941
C -4.121 -6.647 4.990
H -7.539 -8.790 5.117
H -5.820 -9.005 5.474
H -6.699 -7.577 6.076
H -4.949 -6.351 3.062
H -4.034 -5.590 5.235
H -3.152 -7.008 4.641
H -4.395 -7.193 5.886
C 8.738 1.139 1.170
C 8.042 0.083 1.983
O 8.340 -0.177 3.143
N 7.032 -0.591 1.376
C 6.505 -0.413 0.029
H 9.511 1.604 1.774
H 9.203 0.692 0.290
H 8.021 1.900 0.860
H 6.621 -1.292 1.967
H 5.446 -0.142 0.097
H 6.604 -1.345 -0.526
H 7.036 0.374 -0.491
C 5.280 5.215 0.212
C 5.689 3.871 0.749
O 6.113 2.971 0.031
N 5.574 3.684 2.088
C 5.089 4.630 3.081
H 5.422 5.227 -0.865
H 4.230 5.411 0.432
H 5.890 6.002 0.655
H 5.872 2.773 2.398
H 5.871 4.822 3.817
H 4.223 4.211 3.596
H 4.798 5.568 2.620
C 2.372 9.375 0.160
C 2.124 7.932 0.520
O 2.846 7.328 1.305
N 1.065 7.319 -0.061
C 0.115 7.880 -1.006
H 3.248 9.722 0.700
H 2.556 9.474 -0.911
H 1.519 9.994 0.441
H 0.953 6.357 0.216
H -0.892 7.822 -0.587
H 0.149 7.311 -1.934
H 0.349 8.915 -1.223
C 1.396 0.745 -2.303
C 0.635 -0.349 -1.601
O 0.901 -0.686 -0.440
N -0.356 -0.959 -2.269
C -0.838 -0.716 -3.621
H 2.155 1.132 -1.630
H 1.883 0.358 -3.197
H 0.726 1.559 -2.580
H -0.819 -1.680 -1.738
H -1.885 -0.445 -3.574
H -0.743 -1.631 -4.204
H -0.279 0.077 -4.108
C -10.736 -10.251 7.189
C -9.266 -10.068 7.478
O -8.716 -8.983 7.371
N -8.561 -11.165 7.864
C -9.040 -12.524 8.043
H -11.152 -9.293 6.895
H -10.883 -10.962 6.375
H -11.261 -10.604 8.077
H -7.588 -10.975 8.042
H -8.873 -12.841 9.074
H -8.495 -13.197 7.380
H -10.099 -12.595 7.822
C 1.190 9.830 -5.055
C 0.869 8.387 -4.747
O 1.548 7.730 -3.965
N -0.203 7.842 -5.366
C -1.120 8.468 -6.313
H 2.068 10.119 -4.487
H 1.402 9.957 -6.117
H 0.358 10.477 -4.773
H -0.361 6.878 -5.119
H -2.129 8.433 -5.924
H -1.090 7.919 -7.256
H -0.848 9.501 -6.496
C -4.867 -3.833 -2.962
C -4.154 -2.597 -2.474
O -3.553 -1.851 -3.237
N -4.198 -2.331 -1.143
C -4.853 -3.094 -0.093
H -4.740 -3.904 -4.038
H -4.449 -4.727 -2.499
H -5.933 -3.774 -2.739
H -3.711 -1.487 -0.884
H -5.600 -2.472 0.403
H -4.116 -3.411 0.648
H -5.343 -3.972 -0.497
C 7.932 -2.487 -4.523
C 7.671 -1.583 -3.343
O 7.774 -1.981 -2.189
N 7.319 -0.298 -3.606
C 7.154 0.341 -4.900
H 8.202 -3.471 -4.152
H 7.039 -2.579 -5.143
H 8.753 -2.103 -5.128
H 7.162 0.259 -2.781
H 7.842 1.183 -4.984
H 6.134 0.716 -4.998
H 7.351 -0.356 -5.706
C -3.278 10.574 -9.163
C -4.052 9.507 -8.428
O -3.773 9.179 -7.282
N -5.079 8.913 -9.084
C -5.553 9.168 -10.433
H -2.497 10.950 -8.510
H -2.817 10.165 -10.063
H -3.932 11.403 -9.437
H -5.554 8.212 -8.537
H -6.595 9.488 -10.403
H -5.487 8.254 -11.025
H -4.963 9.940 -10.913
*
```

Molecular weight in g/mol: 1058.1
E_HOMO in eV: -10.440
Kohn-Sham gap in eV: 8.08
E_LUMO in eV: -2.356

# C40H82Cl10NO6P

A 10-piece molecular cluster, C40H82Cl10NO6P overall at a distorted geometry (ωB97M-V with the def2-TZVPD basis set, OMol25).

```
! wB97M-V def2-TZVPD RIJCOSX def2/J DEFGRID3
* xyz -1 2
C -1.355 -5.822 -0.877
C -1.193 -4.313 -0.937
C 0.338 -3.928 -1.200
C 0.488 -2.402 -1.503
P 2.067 -1.746 -1.882
C 2.908 -3.001 -2.868
C 4.279 -2.651 -3.419
C 4.899 -3.727 -4.294
C 6.217 -3.324 -4.893
C 3.108 -1.565 -0.373
C 3.449 -2.833 0.418
C 4.505 -2.562 1.387
C 4.910 -3.889 2.030
C 2.000 -0.271 -2.839
C 1.483 -0.391 -4.287
C 1.760 0.953 -4.992
C 0.649 1.969 -4.703
H -0.749 -6.320 -0.121
H -1.160 -6.310 -1.832
H -2.396 -6.085 -0.691
H -1.480 -3.835 0.000
H -1.823 -3.839 -1.689
H 0.689 -4.534 -2.035
H 0.872 -4.229 -0.299
H 0.250 -1.854 -0.591
H -0.167 -2.171 -2.343
H 2.257 -3.251 -3.706
H 3.012 -3.829 -2.167
H 4.863 -2.551 -2.504
H 4.293 -1.764 -4.053
H 4.239 -4.219 -5.008
H 4.969 -4.519 -3.548
H 5.971 -2.473 -5.528
H 6.694 -4.059 -5.540
H 6.984 -3.135 -4.142
H 2.446 -1.012 0.293
H 3.972 -1.028 -0.765
H 3.912 -3.587 -0.219
H 2.604 -3.300 0.924
H 4.163 -1.860 2.147
H 5.322 -2.023 0.907
H 5.506 -4.455 1.315
H 4.062 -4.521 2.291
H 5.423 -3.818 2.989
H 2.982 0.192 -2.746
H 1.371 0.309 -2.163
H 0.409 -0.575 -4.273
H 1.924 -1.251 -4.791
H 1.731 0.816 -6.073
H 2.744 1.356 -4.753
H 0.684 2.263 -3.654
H -0.343 1.597 -4.959
H 0.794 2.897 -5.256
C -1.009 -2.392 8.404
C -0.145 -1.232 7.869
C -0.677 -0.641 6.540
C -0.769 -1.718 5.390
N -0.651 -1.119 3.935
C -1.676 0.027 3.749
C -2.930 -0.735 3.386
C -2.553 -2.108 2.876
C -1.062 -2.215 2.879
C 0.811 -0.684 3.626
H -0.915 -2.529 9.481
H -0.656 -3.289 7.896
H -2.061 -2.242 8.164
H 0.906 -1.460 8.047
H -0.376 -0.484 8.628
H 0.017 0.149 6.250
H -1.687 -0.289 6.749
H -1.754 -2.184 5.383
H 0.040 -2.449 5.393
H -1.182 0.598 2.964
H -1.672 0.692 4.613
H -3.410 -0.199 2.568
H -3.707 -0.711 4.150
H -2.974 -2.298 1.888
H -2.896 -2.888 3.556
H -0.712 -1.954 1.880
H -0.634 -3.185 3.131
H 0.808 -0.218 2.640
H 1.426 -1.577 3.519
H 1.078 0.054 4.382
O 0.329 0.665 0.081
C -1.054 1.019 -0.105
C -1.669 1.357 -1.531
O -3.030 1.679 -1.715
H -1.150 1.940 0.471
H -1.645 0.270 0.422
H -1.525 0.426 -2.079
H -1.080 2.155 -1.981
O 1.072 2.644 4.757
C 0.829 3.473 3.864
O 1.100 4.774 3.990
C 0.783 5.508 2.870
C -0.239 4.579 2.150
C 0.197 3.201 2.542
H 1.750 5.593 2.374
H 0.378 6.474 3.171
H -0.318 4.643 1.065
H -1.233 4.763 2.558
H 1.037 2.888 1.922
H -0.569 2.426 2.527
O 2.495 7.202 -1.039
C 2.075 6.103 -1.172
O 0.782 5.852 -1.203
C 0.599 4.520 -1.603
C 1.885 3.788 -1.242
C 2.901 4.883 -1.410
H 0.327 4.464 -2.657
H -0.169 4.073 -0.972
H 2.014 2.917 -1.886
H 1.809 3.424 -0.217
H 3.279 5.096 -2.410
H 3.752 4.893 -0.730
C -6.363 2.543 -2.845
Cl -7.757 2.330 -1.773
Cl -6.715 3.818 -4.014
H -5.532 2.724 -2.163
H -6.152 1.566 -3.280
C -3.231 0.879 -4.963
Cl -4.864 0.439 -5.364
Cl -2.346 0.606 -6.476
H -3.091 1.949 -4.805
H -2.906 0.296 -4.102
C -4.689 2.365 1.211
Cl -3.515 3.101 2.340
Cl -6.326 2.351 1.921
H -4.651 3.113 0.419
H -4.390 1.353 0.940
C -2.979 4.947 -2.410
Cl -2.361 5.367 -3.977
Cl -3.328 6.392 -1.458
H -3.880 4.334 -2.440
H -2.165 4.428 -1.906
C -4.924 -1.229 -1.245
Cl -5.617 -1.148 0.413
Cl -5.200 -2.922 -1.921
H -5.403 -0.443 -1.829
H -3.842 -1.099 -1.205
*
```

Molecular weight in g/mol: 1058.6
E_HOMO (spin up / spin down) in eV: -0.339 / -4.021
Kohn-Sham gap (spin up / spin down) in eV: 2.19 / 5.83
E_LUMO (spin up / spin down) in eV: 1.852 / 1.809
Expectation value of S²: 0.751

# C40H82InN4O8

C40H82InN4O8 as an isolated structure at a distorted geometry (ωB97M-V with the def2-TZVPD basis set, OMol25).

```
! wB97M-V def2-TZVPD RIJCOSX def2/J DEFGRID3
* xyz 1 1
In -3.822 -3.435 -0.654
C -0.743 -0.694 -0.407
C -1.287 -0.944 1.003
O -2.006 -1.930 1.178
O -0.908 -0.204 1.881
H -1.567 -0.910 -1.088
H 0.194 -1.219 -0.593
H -0.524 0.370 -0.487
C -4.665 -1.261 -5.067
C -4.172 -2.169 -3.928
O -4.762 -3.143 -3.512
O -3.196 -1.889 -3.269
H -4.904 -0.233 -4.795
H -5.575 -1.603 -5.560
H -3.958 -1.141 -5.888
C -0.896 2.660 -4.448
C -2.199 3.481 -4.069
C -3.451 2.607 -3.820
C -3.447 1.803 -2.546
C -3.346 2.772 -1.410
C -2.124 3.767 -1.455
N -1.974 4.281 -2.830
O -0.914 5.203 -2.893
C -2.536 4.991 -0.574
C -0.814 3.056 -1.016
C -2.435 4.545 -5.134
H -0.925 2.187 -5.430
H -0.681 1.802 -3.811
H -0.104 3.378 -4.238
H -4.377 3.175 -3.908
H -3.528 1.843 -4.594
H -2.605 1.112 -2.583
H -4.275 1.101 -2.445
H -3.295 2.140 -0.523
H -4.254 3.350 -1.240
H -3.106 5.612 -1.266
H -3.261 4.826 0.223
H -1.798 5.583 -0.033
H -0.800 2.699 0.013
H -0.654 2.148 -1.598
H 0.068 3.656 -1.236
H -3.192 4.159 -5.817
H -1.530 4.698 -5.722
H -2.922 5.482 -4.864
H -1.484 5.963 -2.754
C 3.554 -2.080 -3.970
C 2.527 -0.925 -3.779
C 3.099 0.354 -4.614
C 2.946 0.344 -6.149
C 1.492 0.040 -6.401
C 0.888 -1.188 -5.726
N 1.121 -1.119 -4.268
O 0.246 -2.004 -3.545
C -0.631 -1.008 -6.005
C 1.396 -2.509 -6.410
C 2.458 -0.536 -2.294
H 3.174 -2.985 -3.497
H 4.501 -1.774 -3.526
H 3.659 -2.471 -4.982
H 2.812 1.290 -4.135
H 4.161 0.482 -4.407
H 3.497 -0.438 -6.670
H 3.402 1.239 -6.572
H 1.236 -0.102 -7.451
H 1.037 0.991 -6.125
H -1.050 -2.012 -5.935
H -1.208 -0.430 -5.283
H -0.868 -0.645 -7.005
H 1.205 -3.284 -5.668
H 0.794 -2.890 -7.235
H 2.390 -2.514 -6.858
H 3.311 0.096 -2.047
H 2.332 -1.382 -1.618
H 1.518 -0.001 -2.154
H -0.363 -1.434 -3.071
C 2.530 4.807 2.125
C 2.943 3.334 2.076
C 4.406 3.185 2.655
C 4.484 3.208 4.206
C 3.414 2.429 4.901
C 1.990 2.443 4.263
N 2.082 2.413 2.774
O 0.793 2.347 2.171
C 1.354 1.083 4.799
C 1.174 3.641 4.817
C 3.024 2.845 0.598
H 1.464 4.995 2.250
H 2.961 5.280 1.242
H 2.926 5.385 2.961
H 5.012 2.372 2.256
H 4.939 4.068 2.302
H 4.426 4.161 4.733
H 5.424 2.881 4.650
H 3.349 2.786 5.929
H 3.755 1.396 4.963
H 1.893 0.214 4.421
H 1.231 1.036 5.881
H 0.378 0.969 4.329
H 1.168 3.693 5.906
H 1.544 4.634 4.562
H 0.134 3.519 4.514
H 3.134 1.761 0.574
H 3.806 3.327 0.012
H 2.058 2.972 0.109
H 0.702 1.414 1.961
C -2.353 -6.425 5.516
C -1.976 -4.964 5.946
C -0.996 -4.998 7.164
C 0.404 -5.408 6.856
C 0.936 -4.296 5.934
C 0.127 -4.205 4.563
N -1.325 -4.023 4.955
O -2.115 -3.845 3.876
C 0.548 -2.901 3.858
C 0.464 -5.420 3.743
C -3.380 -4.441 6.438
H -2.890 -7.059 6.222
H -1.450 -6.897 5.129
H -2.960 -6.369 4.613
H -1.008 -4.080 7.750
H -1.352 -5.815 7.792
H 0.452 -6.374 6.354
H 0.906 -5.517 7.818
H 1.939 -4.417 5.523
H 0.959 -3.376 6.517
H -0.052 -2.567 3.011
H 0.554 -2.144 4.643
H 1.540 -3.003 3.417
H 0.532 -6.303 4.378
H -0.079 -5.719 2.847
H 1.478 -5.307 3.359
H -4.258 -4.556 5.803
H -3.223 -3.396 6.708
H -3.616 -4.831 7.429
H -2.183 -4.728 3.505
*
```

Energy above the lowest of the compared OMol25 structures with the same formula, charge and spin in kcal per mole: 0.0
Molecular weight in g/mol: 861.9
E_HOMO in eV: -10.183
Kohn-Sham gap in eV: 1.80
E_LUMO in eV: -8.387